No. 1
28
Properties=species:S:1:pos:R:3:forces:R:3 method="wB97M-V/def2-TZVPD" charge=+1 multiplicity=1 e_tot_ev=-30039.265 e_above_lowest_kcal_mol=18.4 lumo_ev=-4.42 largest_force_ev_per_a=4.16 e_homo_ev=-11.8659 gap_ev=7.446
C 1.35830 0.24518 1.15072 -1.2734 -1.3308 -2.3050
C 0.16775 -1.14115 -0.56375 0.2724 -0.7430 1.7290
C 2.50037 1.09670 1.46871 -1.8905 1.7671 -0.6253
C 0.01065 -2.40279 0.37172 -0.1024 1.3638 0.7663
C -0.94469 2.51126 -0.39482 1.7769 0.4859 -1.1124
C 0.94533 -0.05205 -0.29725 -0.2889 -0.5225 0.1755
C -1.51476 1.35240 0.23209 -2.4213 -2.5673 2.2102
N -0.25336 -3.52831 -0.51585 0.1845 -2.0140 1.4744
O 0.62287 -0.24823 1.98052 0.9752 -0.5102 0.7771
O -0.59040 -1.23833 -1.67360 1.3476 2.4569 0.0974
O -1.25692 2.36042 -1.73433 -0.4022 1.2126 -2.3751
O 1.29004 0.83547 -1.28251 -0.6904 -0.0836 -2.1005
O -2.27689 0.51792 -0.41485 0.1380 -0.0781 0.7656
S -1.56475 0.96609 1.90944 -0.0015 1.9349 -0.5960
H 3.32765 0.45453 1.46079 1.6755 -0.3467 0.5991
H 2.56979 1.89402 0.74305 0.5623 -0.1540 -0.8333
H 2.17266 1.67280 2.31712 0.8217 -0.4335 1.2151
H 0.85283 -2.59168 1.13101 -1.1068 0.6708 -1.3570
H -0.89542 -2.20175 0.97036 0.3096 -0.1663 -0.0755
H 0.15109 2.42490 -0.30557 -0.0744 0.2325 0.3859
H -1.27327 3.43064 0.05046 -0.3371 0.5250 0.4475
H -0.91628 -4.21578 0.00409 1.7718 1.3856 -1.4172
H 0.69709 -3.97043 -0.59065 -1.6167 -0.0864 -0.3627
H -0.78428 -2.15309 -1.75700 -0.5236 -2.3677 -0.3015
H -1.08400 3.14529 -2.33049 -0.1508 -1.1711 1.4301
H 0.91493 0.55262 -2.20192 0.9389 0.4676 2.5007
H -2.26006 0.54391 -1.36706 0.4087 0.5737 -1.1637
H -1.96628 -0.26057 1.63955 -0.3031 -0.5013 0.0516

No. 2
24
Properties=species:S:1:pos:R:3:forces:R:3 method="wB97M-V/def2-TZVPD" charge=+1 multiplicity=1 e_tot_ev=-21847.531 e_above_lowest_kcal_mol=85.7 lumo_ev="-6.07 / -4.37" largest_force_ev_per_a=6.28 e_homo_ev="-11.2530 / -13.3530" gap_ev="5.181 / 8.980"
C -0.75472 -0.24163 0.02602 1.7860 -1.1123 0.2845
C -1.48922 0.98565 -0.26306 -2.8358 0.2634 0.3935
C -0.62420 2.21977 -0.28350 0.1380 0.5346 -0.8855
C 0.72686 1.83546 -0.92768 -1.0067 -0.3755 -0.6772
C 1.48648 0.77279 -0.15018 -0.3038 0.9549 0.2176
C 1.74707 1.15212 1.33554 0.8796 0.0792 -2.8036
C -1.32694 -4.75744 0.75377 -4.0434 3.1750 -3.6141
N 0.55456 -0.38220 -0.02995 -1.9403 1.1313 -0.6622
O 0.27630 -2.75323 0.76281 0.7364 0.3894 -0.1012
S 1.29965 -1.89134 0.11148 -0.0014 -1.5976 0.5289
H -1.24684 -1.19011 0.24214 -0.2708 0.2155 -0.1101
H -1.95475 0.69279 -1.27165 0.3388 0.6339 1.0620
H -2.41291 1.13374 0.48314 1.9230 -0.6855 -1.6478
H -1.06207 3.12124 -0.75489 -0.0433 -0.9309 -0.5165
H -0.61621 2.60746 0.72019 0.8405 -0.1770 0.6885
H 0.60332 1.61986 -2.01857 -0.3465 -0.6893 0.8571
H 1.33749 2.65570 -1.05718 1.4857 2.1055 0.4470
H 2.44124 0.50772 -0.66434 -0.9069 -0.2825 0.3230
H 2.68592 1.61102 1.46391 1.1735 0.7699 -0.0424
H 1.82283 0.22774 1.77627 -0.0388 -1.8671 1.9245
H 1.00802 1.78214 1.70481 -1.4114 0.7425 0.8429
H -1.95701 -3.82534 0.96956 0.9464 -1.6558 -0.1332
H -0.71629 -5.06229 1.48473 2.2515 -1.5156 2.1759
H -1.50769 -5.12933 -0.28733 0.6496 -0.1059 1.4484

No. 3
24
Properties=species:S:1:pos:R:3:forces:R:3 method="wB97M-V/def2-TZVPD" charge=+1 multiplicity=1 e_tot_ev=-21849.113 e_above_lowest_kcal_mol=49.2 lumo_ev=-3.93 largest_force_ev_per_a=4.35 e_homo_ev=-13.2181 smiles="C=C(C)C(=O)C[N+](C)(C)S" gap_ev=9.291
C 1.65907 2.91706 -0.95017 -2.3116 -1.7518 1.5606
C 1.00186 2.13565 -0.00134 1.7821 0.6362 -3.8794
C 0.53183 0.76501 -0.47183 1.8656 -0.1481 -1.1296
C 0.69836 2.66803 1.29902 1.8985 -1.1387 3.7459
C -1.25142 -1.48967 -1.20452 0.7027 -0.2742 -0.0160
C 0.72344 -2.42517 -0.05913 -0.6338 -0.7598 0.9484
C -0.02716 -0.13529 0.63133 -0.3631 -2.0979 -0.4210
N -0.60867 -1.63760 0.11540 2.0609 2.4394 0.9719
O 0.73772 0.34252 -1.61583 -0.2841 1.0206 2.0018
S -1.76439 -2.21985 1.38013 0.6033 -0.0093 -0.7656
H 1.84635 3.97830 -0.83822 0.3738 -0.2091 0.4589
H 1.74661 2.50843 -1.93069 0.3399 -0.2166 -0.5661
H 0.67025 1.90444 2.15151 -0.2366 0.7496 -1.2047
H 1.44810 3.37276 1.71626 -0.3070 -0.2529 -0.7657
H -0.19995 3.16456 1.25953 -2.3395 1.1801 0.2847
H -2.19844 -1.11300 -1.11687 -2.3742 1.4296 0.7179
H -0.67665 -0.83803 -1.83046 0.3124 -0.2297 -0.2742
H -1.43557 -2.43290 -1.62935 0.3844 -1.5341 -0.5825
H 1.39022 -2.24459 0.84691 -0.7751 0.0342 -1.5454
H 0.51242 -3.52246 -0.03354 -0.0899 0.9408 -0.3392
H 1.07876 -2.09055 -1.05438 0.3096 -0.2310 0.9324
H -0.70936 0.38756 1.25553 -1.4970 0.2162 0.0115
H 0.69993 -0.44959 1.38003 0.5040 0.1901 -0.4415
H -2.44210 -2.95705 0.47223 0.0746 0.0166 0.2969

No. 4
22
Properties=species:S:1:pos:R:3:forces:R:3 method="wB97M-V/def2-TZVPD" charge=-1 multiplicity=2 s2=0.7539 e_tot_ev=-9529.913 e_above_lowest_kcal_mol=37.3 lumo_ev="3.71 / 3.56" largest_force_ev_per_a=2.94 e_homo_ev="1.2989 / -3.3895" gap_ev="2.408 / 6.951"
C 0.06834 0.55330 2.48657 2.1894 1.9184 0.3946
C 0.26360 0.77760 1.00279 -0.1390 -0.5459 -0.3442
C 0.84176 1.86285 0.42596 -0.2551 -0.8685 2.5976
C -1.30042 -0.84532 0.14676 0.6101 0.3207 -0.0081
C 0.03122 -0.45920 0.22467 -0.6454 0.4133 1.0616
C 1.25640 -1.29252 0.00377 -0.4502 -0.5203 -2.8048
C -1.78528 -2.05499 -0.53921 -0.3746 -2.2325 -0.9892
H -0.60552 -0.25312 2.71628 -0.5983 0.2287 0.1970
H 1.08183 0.20092 2.84328 -0.3726 -0.1508 -0.0624
H 0.00787 1.53492 3.07456 -0.6921 -1.3854 -0.5976
H 0.93692 1.90704 -0.60922 0.4189 0.2541 -1.4855
H 1.25547 2.58833 1.11715 0.0660 0.6045 -0.2898
H -1.97310 -0.22773 0.75871 -0.1415 -0.2019 -0.5593
H 1.01747 -2.38096 -0.09078 0.1196 0.6091 0.4575
H 1.70841 -1.07747 -1.00910 -0.1124 -0.0926 0.6959
H 2.07310 -1.12901 0.69645 0.1336 0.1211 0.6404
H -2.12729 -2.88207 0.13983 -0.0042 0.4895 -0.2711
H -2.60958 -1.98284 -1.32143 0.5432 0.4584 0.9145
H -0.98005 -2.56556 -1.13313 -0.3117 0.5903 0.5149
H 0.73894 0.79146 -3.40464 -0.8557 -0.2742 -0.1826
H -0.46398 1.79041 -2.90885 -0.2596 -0.7782 -0.3242
O 0.46086 1.55068 -2.89776 1.1317 1.0423 0.4447

No. 5
22
Properties=species:S:1:pos:R:3:forces:R:3 method="wB97M-V/def2-TZVPD" multiplicity=1 e_tot_ev=-9523.385 e_above_lowest_kcal_mol=239.4 lumo_ev=-3.69 largest_force_ev_per_a=6.17 e_homo_ev=-7.2138 gap_ev=3.523
C -3.41125 0.39158 0.29261 0.8562 -2.4700 1.0623
C -2.27324 -0.47311 -0.32317 -3.2775 0.8816 -1.2893
C -1.10335 -0.48044 0.50181 3.3218 -2.2364 -4.5797
C -0.01110 -1.44712 0.04385 1.2914 -1.2878 1.0679
C 2.44300 1.18089 0.11363 0.9309 -0.9726 0.0823
C 1.08149 0.79212 0.68244 1.8942 1.3023 0.3012
C 0.15178 0.01364 -0.22727 0.0030 2.6849 5.5532
H -2.82726 1.20192 0.53374 0.2452 3.0945 0.2457
H -4.41157 0.53797 -0.15688 0.9730 -0.2767 0.1713
H -3.34256 -0.11882 1.26319 -1.7728 0.2873 0.2085
H -2.03094 -0.01509 -1.29486 0.2890 -0.1279 0.1135
H -2.64885 -1.43495 -0.52721 -0.3921 -1.4117 -0.1978
H 0.66888 -1.74301 0.91254 -0.5772 0.4381 -1.6014
H 0.19317 -2.04203 -0.91907 -1.3831 0.1747 1.7415
H 2.82192 0.33894 -0.53930 -0.0617 -0.3319 -0.1869
H 3.23423 1.23835 0.82120 0.3605 -0.5393 1.5840
H 2.76244 2.07976 -0.38520 -1.5200 0.8182 -0.9270
H 0.62485 1.73984 1.02504 -0.4888 -0.2996 -0.6697
H -0.10752 0.54470 -1.07146 -0.2786 0.5589 -2.0619
H 3.94491 -1.44692 -1.16937 0.5534 0.1790 0.2667
H 1.19797 0.27841 1.65326 0.1282 -0.2056 -0.5648
O 3.04299 -1.13663 -1.22953 -1.0949 -0.2600 -0.3196

No. 6
26
Properties=species:S:1:pos:R:3:forces:R:3 method="wB97M-V/def2-TZVPD" multiplicity=1 e_tot_ev=-26506.873 e_above_lowest_kcal_mol=96.0 lumo_ev=0.15 largest_force_ev_per_a=7.80 e_homo_ev=-9.3223 gap_ev=9.475
C -3.16455 0.23208 1.16914 -1.9185 1.6104 -1.2132
C -2.74260 -0.73109 0.11922 -1.0648 -0.3031 -2.4841
C -0.21524 -0.19135 -1.05812 1.0660 -1.5721 -2.8254
C 1.28033 -1.70010 -0.04258 -0.6103 0.9092 -2.2258
C 2.26935 -0.60258 -0.36048 0.0428 2.0429 -2.0401
C 1.89864 0.79898 0.11346 -3.7369 -0.3194 -0.8752
C 0.27681 0.70130 0.03040 0.8073 1.0706 2.5098
H -3.36205 -0.28327 2.06998 -0.1815 -0.4037 1.1396
H -2.40247 0.94195 1.27366 1.2050 1.1318 0.8262
H -4.10174 0.87034 0.90211 1.4860 -1.3430 0.2360
H -2.09512 -1.53391 0.46490 -0.1692 -0.0712 -0.0918
H -3.66316 -1.09438 -0.38726 0.5867 -0.6434 0.7132
H 0.37463 0.04548 -2.05440 -1.4200 0.1401 1.7357
H 1.83369 -2.53956 -0.38292 -0.0896 -1.3389 -0.0271
H 1.06611 -1.74311 0.99371 -0.1131 -0.1214 1.1450
H 2.55799 -0.43450 -1.44873 -1.4925 -0.5200 0.5153
H 3.78707 0.24597 0.69811 -0.6315 -5.5789 -1.8802
H 2.31362 1.01002 1.13496 -0.6083 -0.3291 -0.2365
H 1.63733 2.58129 -0.73805 1.1453 -2.0581 0.1506
H -0.01323 0.32686 1.07072 -0.2028 0.3787 -1.2608
H -1.11578 1.94810 -0.46481 -0.8788 -0.0760 -0.3727
O 0.05908 -1.58690 -0.82377 0.5749 0.6496 0.9296
O 3.42639 -0.99654 0.18093 4.7419 4.4285 4.3221
O 2.27861 1.78709 -0.76877 -0.0044 1.9210 -0.6181
O -0.19493 2.00124 -0.23701 1.0021 0.3302 0.9004
S -1.98879 -0.05342 -1.45439 0.4642 0.0655 1.0276

No. 7
25
Properties=species:S:1:pos:R:3:forces:R:3 method="wB97M-V/def2-TZVPD" multiplicity=7 s2=13.0439 e_tot_ev=-52082.754 lumo_ev="-0.77 / -0.90" largest_force_ev_per_a=2.91 e_homo_ev="-5.5750 / -5.3568" gap_ev="4.809 / 4.456"
C -0.61886 0.62441 -0.98498 1.2457 1.0581 0.4621
C -1.28320 1.59043 -1.79178 0.5281 0.3304 0.4617
C -0.50623 2.78800 -1.79616 0.0614 -0.9816 0.4673
C 0.65769 2.57263 -0.99673 -0.5800 -0.5583 -0.1115
C 0.61971 1.24605 -0.49623 -1.1188 -0.2732 -0.3993
Tb -0.02287 -1.31383 2.08151 -1.7483 -1.0008 -1.7557
P -0.24558 -3.54814 0.36254 -0.3358 -1.6078 -1.3842
H -0.93272 -0.40656 -0.80051 0.0103 0.0028 -0.2141
H -2.22818 1.43746 -2.30781 0.1888 0.0655 0.0907
H -0.75461 3.70537 -2.32545 0.0423 -0.2243 0.1142
H 1.39643 0.75609 0.09620 -0.2601 0.2778 -0.3468
H 1.45747 3.29138 -0.81815 -0.2174 -0.1938 -0.0818
H 0.78726 -3.82619 -0.60379 -0.5704 0.1057 0.4550
H -1.38693 -3.59337 -0.52264 0.6566 -0.0755 0.4223
H -0.36210 -4.86861 0.92344 0.0478 0.5714 -0.3643
C -0.23179 1.17313 2.98352 -0.6272 -0.3203 1.0082
S 1.47872 0.47266 3.37691 1.6148 1.4661 -1.9211
C 0.87684 -0.92269 4.51672 -0.8947 -0.4025 0.1836
O 1.80424 -0.35618 2.02746 1.4936 1.0994 2.2164
H -0.43660 1.79036 3.86742 -0.0399 -0.1005 -0.1912
H -1.09019 0.42078 2.91214 0.3625 1.3980 0.3011
H -0.16951 1.79850 2.08229 0.1554 -0.4108 -0.0070
H -0.10282 -1.46793 4.25445 0.2626 -0.3359 1.0433
H 1.70628 -1.63884 4.63262 -0.3221 0.2919 -0.1720
H 0.68786 -0.40240 5.46581 0.0451 -0.1818 -0.2768

No. 8
24
Properties=species:S:1:pos:R:3:forces:R:3 method="wB97M-V/def2-TZVPD" multiplicity=1 e_tot_ev=-39514.819 e_above_lowest_kcal_mol=22.6 lumo_ev="-0.77 / -0.75" largest_force_ev_per_a=3.72 e_homo_ev="-5.5029 / -5.5144" gap_ev="4.730 / 4.765"
C 0.72770 -0.19688 -1.72069 -2.3725 2.3453 -0.9068
C 0.43054 -1.41439 -2.35052 -0.7399 0.4685 -0.0236
C -0.67079 -1.22954 -3.24333 0.4505 0.5991 0.3444
C -1.07106 0.14157 -3.22265 0.0831 -0.6229 0.4435
C -0.29959 0.85189 -2.29316 2.2521 -2.4379 1.3877
Sc 0.04389 1.99785 1.28685 1.9977 2.6536 -1.6796
P 2.50623 1.44577 1.56481 1.4823 0.1496 -0.2885
H 1.52208 0.02145 -1.00497 -0.0123 -0.0652 -0.3037
H 0.94940 -2.35281 -2.16414 -0.1116 0.1741 -0.1182
H -1.11942 -2.01004 -3.85694 0.1782 0.2500 0.0963
H -0.35376 1.90925 -2.03680 0.1693 -0.1130 -0.2667
H -1.86250 0.57497 -3.83465 0.1728 -0.1640 0.1852
H 3.45604 2.29314 0.87313 -0.3154 -0.5650 0.3663
H 3.02125 0.18261 1.08565 -0.0896 0.5141 0.2331
H 3.18191 1.42766 2.83250 -0.3124 0.0356 -0.5237
C -1.31977 -1.30899 2.09062 0.4674 1.0720 -0.2657
C -0.78699 0.07706 1.64781 -0.6355 -2.8045 0.2215
O -1.36820 1.20288 2.39831 -1.7746 -0.9262 1.0991
H -1.24033 -1.42572 3.17432 -0.0001 0.0015 -0.0817
H -0.70161 -2.06970 1.60528 -0.2419 0.0915 0.0029
H -2.35747 -1.39977 1.76793 0.0850 -0.1594 0.0488
H 0.35360 0.08932 1.81365 -0.9486 -0.1162 0.1965
H -0.97231 0.22079 0.55422 -0.2417 -0.2701 0.2209
H -2.06880 0.97163 3.03277 0.4577 -0.1106 -0.3878

No. 9
22
Properties=species:S:1:pos:R:3:forces:R:3 method="wB97M-V/def2-TZVPD" charge=+1 multiplicity=1 e_tot_ev=-16762.902 e_above_lowest_kcal_mol=109.7 lumo_ev=-7.04 largest_force_ev_per_a=3.72 e_homo_ev=-11.6055 gap_ev=4.570
C 3.25323 2.11998 -0.55469 -2.0548 -0.1681 1.9732
C 2.60504 3.14608 0.01191 0.0642 0.2661 -1.2851
C -2.14370 -0.89620 -1.15846 0.0124 0.2045 1.7947
C -1.03142 -3.16167 0.12142 -0.7098 1.9268 -1.1319
C 1.83011 3.15264 1.31718 0.4236 -2.9229 -1.0128
C -3.05524 0.24068 -1.39747 -1.2326 -1.0563 -0.1904
C -0.65728 -3.97563 1.20747 1.9239 -1.6671 -1.1297
P -2.34057 -2.03996 0.17683 -0.7985 0.4798 -0.0560
H 3.15994 1.08914 -0.26768 -0.0170 -0.3376 0.9040
H 3.76268 2.16623 -1.43912 1.2806 0.8288 -2.1779
H 2.69859 4.06707 -0.58073 -0.1082 -0.0364 0.6531
H -1.18852 -0.71858 -1.60906 0.5690 -0.4646 -0.6343
H -0.53902 -3.35031 -0.77643 0.9094 -0.0155 -1.7093
H 1.05242 2.34551 1.37270 0.3621 0.6828 -0.4636
H 1.38207 4.04559 1.64680 -0.0784 1.2039 0.2629
H 2.58285 2.73546 1.96394 0.1101 0.4694 1.1483
H -2.52643 1.17142 -1.30949 0.7019 0.4814 -0.7449
H -3.91488 0.43267 -0.66637 0.7192 -1.1617 -1.4400
H -3.29293 -0.02045 -2.53297 -0.1242 1.0695 1.9406
H 0.02681 -3.47260 1.84250 0.8604 0.7856 0.8210
H -0.16743 -4.91072 0.90006 -0.1434 0.3059 0.0454
H -1.49633 -4.16637 1.73167 -2.6699 -0.8742 2.4327

No. 10
22
Properties=species:S:1:pos:R:3:forces:R:3 method="wB97M-V/def2-TZVPD" multiplicity=1 e_tot_ev=-18318.994 e_above_lowest_kcal_mol=53.9 lumo_ev=0.80 largest_force_ev_per_a=4.99 e_homo_ev=-8.7737 gap_ev=9.574
C 0.62406 -0.52081 -2.59358 0.4834 0.1156 -0.2998
C 0.60342 -0.79099 1.99457 -0.6848 0.1570 0.7502
C 1.21834 -1.81741 1.43414 3.9200 2.7824 1.3243
C -0.66938 -0.34177 -2.67195 -2.0812 -0.2339 1.0394
C -0.79036 -0.92185 2.48581 -2.7072 -0.2059 -0.9314
C -1.57313 -0.35251 -1.43695 0.3426 -1.1954 0.3358
C 1.46046 -0.58633 -1.38753 -0.4799 1.4065 1.9143
S 1.23238 0.85620 2.11056 0.2423 -0.0809 0.2306
H 1.15034 -0.65902 -3.48377 0.7938 -0.0069 -1.6010
H 0.65170 -2.62244 1.21527 -1.2519 -2.9514 -0.5519
H 2.36278 -1.76765 1.36306 -1.9725 -0.2868 -0.6321
H -1.23115 -0.31131 -3.61314 0.6278 -0.0270 0.1668
H -1.09414 -0.56850 3.47495 0.9225 0.0345 0.1989
H -1.20856 -1.94665 2.40298 0.6847 0.2942 0.1451
H -1.50381 -0.34605 1.85277 0.5510 -0.0317 0.0654
H -1.42463 -1.29227 -0.81686 -0.4557 0.5940 -1.0795
H -2.62268 -0.21279 -1.69420 0.0601 -0.2264 0.0407
H -1.33462 0.36420 -0.68076 0.2859 1.0792 0.2028
H 0.80276 -0.35161 -0.50953 0.6391 -0.5408 -0.7406
H 1.88465 -1.59016 -1.23321 0.2401 0.5647 -0.0623
H 2.21092 0.27094 -1.33536 -0.4263 -1.4126 -0.4490
H 1.81407 0.80253 0.91459 0.2662 0.1715 -0.0667